# C20H80N40O20

A cluster of 20 separate species, C20H80N40O20 in total (ωB97M-V/def2-TZVPD, OMol25).

Kohn-Sham gap in eV: 9.119
Energy relative to the best compared isomer or geometry (same formula, charge and spin) in eV: 0.310
E_HOMO in eV: -9.08

Geometry as ORCA input:
```
! RIJCOSX wB97M-V def2-TZVPD def2/J DEFGRID3
* xyz 0 1
C -7.905 -13.622 -19.388
O -8.212 -12.687 -18.586
N -8.890 -14.329 -19.981
N -6.682 -14.018 -19.563
H -9.841 -14.018 -19.970
H -8.658 -15.013 -20.697
H -6.505 -14.731 -20.298
H -5.838 -13.604 -19.134
C -6.936 -10.783 -13.611
O -6.464 -11.188 -12.512
N -7.774 -11.555 -14.225
N -6.667 -9.585 -14.095
H -8.177 -11.273 -15.099
H -7.817 -12.494 -13.900
H -6.287 -8.875 -13.474
H -7.097 -9.436 -14.944
C -15.682 -11.870 -17.045
O -15.408 -12.429 -18.084
N -14.957 -10.790 -16.569
N -16.896 -12.136 -16.500
H -13.965 -10.803 -16.879
H -15.208 -10.558 -15.628
H -16.925 -12.103 -15.485
H -17.315 -12.928 -16.975
C -17.024 -15.981 -17.557
O -18.034 -16.660 -17.525
N -15.948 -16.109 -16.784
N -17.057 -14.874 -18.372
H -15.944 -16.463 -15.840
H -15.113 -15.540 -17.077
H -16.224 -14.267 -18.489
H -17.666 -15.009 -19.146
C -10.648 -19.999 -13.883
O -10.658 -19.066 -14.726
N -10.131 -21.220 -14.225
N -11.144 -19.768 -12.665
H -9.976 -21.984 -13.613
H -9.542 -21.351 -15.017
H -11.260 -20.557 -12.068
H -10.976 -18.825 -12.274
C -13.739 -16.239 -14.385
O -14.702 -16.925 -14.672
N -13.679 -14.953 -14.050
N -12.508 -16.747 -14.419
H -12.910 -14.423 -14.591
H -14.632 -14.588 -13.961
H -12.305 -17.655 -14.776
H -11.883 -16.097 -14.219
C -7.885 -16.135 -14.330
O -7.622 -15.821 -15.562
N -6.849 -16.225 -13.385
N -9.115 -16.205 -13.875
H -7.210 -16.517 -12.467
H -6.271 -15.387 -13.354
H -9.385 -16.765 -13.049
H -9.808 -16.308 -14.629
C -3.157 -13.125 -19.156
O -4.195 -12.986 -18.492
N -2.357 -14.245 -18.967
N -2.721 -12.152 -19.963
H -1.485 -14.290 -19.459
H -2.735 -15.098 -18.707
H -1.797 -12.286 -20.334
H -2.936 -11.172 -19.681
C -5.041 -9.876 -19.114
O -3.804 -9.786 -19.328
N -5.548 -10.068 -17.889
N -5.907 -9.929 -20.146
H -5.030 -9.677 -17.115
H -6.559 -10.192 -17.786
H -6.907 -10.068 -20.050
H -5.451 -9.982 -21.041
C -4.409 -13.880 -14.981
O -4.541 -14.354 -13.835
N -5.402 -14.066 -15.901
N -3.336 -13.084 -15.217
H -6.244 -14.561 -15.734
H -5.232 -13.690 -16.809
H -2.634 -12.908 -14.557
H -3.222 -12.563 -16.059
C -19.775 -15.974 -14.660
O -19.965 -15.673 -13.448
N -19.352 -17.194 -15.016
N -19.992 -15.030 -15.568
H -18.954 -17.674 -14.256
H -18.911 -17.433 -15.921
H -20.442 -14.184 -15.231
H -19.949 -15.233 -16.587
C -10.962 -17.611 -18.003
O -11.045 -17.150 -19.165
N -12.016 -18.411 -17.501
N -9.873 -17.509 -17.258
H -11.727 -19.168 -16.889
H -12.900 -18.496 -17.976
H -9.925 -18.035 -16.378
H -9.077 -16.981 -17.462
C -9.266 -9.457 -17.901
O -8.422 -9.705 -16.996
N -9.843 -8.288 -17.993
N -9.566 -10.409 -18.817
H -10.280 -8.035 -18.857
H -9.615 -7.664 -17.258
H -10.187 -10.097 -19.593
H -9.256 -11.382 -18.828
C -7.217 -13.739 -10.383
O -7.618 -14.819 -9.973
N -5.976 -13.639 -10.914
N -8.057 -12.693 -10.372
H -5.383 -14.455 -10.914
H -5.755 -12.820 -11.476
H -8.808 -12.798 -9.683
H -7.731 -11.795 -10.640
C -11.737 -13.012 -11.062
O -11.374 -13.004 -9.848
N -13.046 -12.925 -11.408
N -10.858 -13.144 -12.089
H -13.389 -12.368 -12.175
H -13.723 -12.917 -10.665
H -11.168 -13.412 -13.009
H -10.011 -13.550 -11.710
C -11.015 -16.479 -10.754
O -10.416 -17.351 -11.421
N -12.333 -16.232 -10.983
N -10.427 -15.950 -9.584
H -12.681 -16.525 -11.894
H -12.757 -15.467 -10.540
H -10.801 -15.020 -9.369
H -9.447 -15.965 -9.636
C -12.424 -13.478 -20.572
O -11.735 -12.924 -19.737
N -12.470 -14.813 -20.776
N -13.271 -12.759 -21.417
H -13.212 -15.272 -21.245
H -11.943 -15.352 -20.087
H -13.263 -13.010 -22.384
H -13.373 -11.833 -21.084
C -3.794 -16.822 -17.130
O -3.132 -16.847 -18.229
N -5.143 -17.095 -17.061
N -3.260 -16.701 -15.906
H -5.656 -16.821 -17.893
H -5.681 -16.697 -16.306
H -2.403 -16.130 -15.871
H -3.797 -16.624 -15.067
C -10.936 -13.583 -15.876
O -11.178 -14.113 -14.778
N -11.874 -12.761 -16.537
N -9.793 -13.876 -16.531
H -11.902 -12.743 -17.534
H -12.813 -12.720 -16.165
H -9.409 -13.274 -17.228
H -9.166 -14.538 -16.138
C -17.080 -13.908 -13.061
O -16.023 -13.354 -13.218
N -17.280 -15.272 -13.052
N -18.245 -13.232 -12.908
H -18.261 -15.675 -12.901
H -16.468 -15.859 -13.225
H -18.116 -12.312 -12.521
H -18.942 -13.831 -12.494
*
```

Atom charges from the Löwdin analysis, given in e for atoms 1 to 99:
1. C -0.64
2. O -0.08
3. N 0.19
4. N 0.20
5. H 0.06
6. H 0.11
7. H 0.14
8. H 0.08
9. C -0.70
10. O -0.05
11. N 0.22
12. N 0.20
13. H 0.09
14. H 0.11
15. H 0.13
16. H 0.04
17. C -0.69
18. O 0.00
19. N 0.16
20. N 0.17
21. H 0.11
22. H 0.09
23. H 0.08
24. H 0.08
25. C -0.69
26. O -0.01
27. N 0.19
28. N 0.14
29. H 0.05
30. H 0.13
31. H 0.07
32. H 0.09
33. C -0.61
34. O -0.06
35. N 0.17
36. N 0.18
37. H 0.09
38. H 0.10
39. H 0.10
40. H 0.07
41. C -0.71
42. O 0.00
43. N 0.17
44. N 0.21
45. H 0.10
46. H 0.06
47. H 0.08
48. H 0.00
49. C -0.57
50. O -0.10
51. N 0.17
52. N 0.21
53. H 0.10
54. H 0.05
55. H 0.09
56. H 0.08
57. C -0.62
58. O -0.05
59. N 0.19
60. N 0.17
61. H 0.09
62. H 0.01
63. H 0.10
64. H 0.06
65. C -0.66
66. O -0.05
67. N 0.19
68. N 0.18
69. H 0.11
70. H 0.07
71. H 0.09
72. H 0.11
73. C -0.64
74. O -0.05
75. N 0.21
76. N 0.19
77. H 0.03
78. H 0.05
79. H 0.09
80. H 0.08
81. C -0.69
82. O -0.08
83. N 0.19
84. N 0.18
85. H 0.09
86. H 0.09
87. H 0.12
88. H 0.12
89. C -0.63
90. O -0.04
91. N 0.15
92. N 0.20
93. H 0.07
94. H 0.10
95. H 0.07
96. H 0.08
97. C -0.68
98. O -0.05
99. N 0.18


# C37H37N9OTi

A structure of composition C37H37N9OTi (ωB97M-V/def2-TZVPD, OMol25).

Kohn-Sham gap (spin up / spin down) in eV: 5.406 / 5.404
Energy relative to the best compared isomer or geometry (same formula, charge and spin) in eV: 0.000
E_HOMO (spin up / spin down) in eV: -5.38 / -5.38

Geometry as ORCA input:
```
! RIJCOSX wB97M-V def2-TZVPD def2/J DEFGRID3
* xyz 0 1
Ti -0.179 -0.314 -0.336
C -2.902 -1.814 2.749
C -2.230 -1.452 1.460
N -1.146 -0.616 1.379
N -0.754 0.094 2.514
C 0.055 1.032 2.133
O 0.419 1.196 0.890
C 0.540 2.016 3.140
C 1.194 3.168 2.716
C 1.659 4.093 3.644
C 1.478 3.870 5.001
C 0.822 2.720 5.428
C 0.352 1.800 4.503
C -2.657 -1.850 0.210
C -3.785 -2.696 -0.063
C -4.172 -2.927 -1.338
C -3.451 -2.324 -2.420
C -2.374 -1.557 -2.128
N -1.935 -1.310 -0.859
H -2.485 -1.215 3.556
H -2.762 -2.870 3.004
H -3.978 -1.629 2.712
H 1.333 3.325 1.654
H 2.163 4.989 3.304
H 1.841 4.589 5.725
H 0.673 2.543 6.486
H -0.170 0.907 4.821
H -4.319 -3.136 0.769
H -5.026 -3.561 -1.543
H -3.741 -2.478 -3.449
H -1.787 -1.105 -2.921
C 1.108 -4.483 -1.524
C 0.242 -3.405 -1.224
N 0.600 -2.162 -1.373
C 1.835 -1.881 -1.875
C 2.782 -2.871 -2.143
C 2.369 -4.212 -1.955
C 4.085 -2.490 -2.567
C 4.375 -1.168 -2.698
C 3.403 -0.159 -2.461
C 2.124 -0.485 -2.086
N 1.049 0.343 -1.805
C 0.768 1.557 -2.402
C 1.476 2.245 -3.358
C 0.995 3.475 -3.878
C -0.180 4.027 -3.472
C -0.967 3.329 -2.516
C -2.228 3.770 -2.056
C -2.945 3.012 -1.177
C -2.407 1.786 -0.744
N -1.236 1.363 -1.139
C -0.499 2.114 -2.002
H 0.762 -5.498 -1.384
H -0.754 -3.576 -0.827
H 3.067 -5.015 -2.164
H 4.828 -3.251 -2.767
H 5.372 -0.868 -2.998
H 3.684 0.878 -2.567
H 2.405 1.847 -3.737
H 1.592 3.988 -4.623
H -0.530 4.972 -3.870
H -2.620 4.714 -2.418
H -3.914 3.326 -0.815
H -2.942 1.135 -0.061
C 1.020 -2.050 4.226
N 1.481 -2.317 2.870
C 0.743 -3.350 2.168
C 2.057 -1.313 2.133
N 1.717 -1.120 0.901
N 3.021 -0.579 2.793
C 3.947 -1.254 3.691
C 3.587 0.582 2.135
H -0.066 -1.914 4.227
H 1.468 -1.135 4.602
H 1.279 -2.878 4.891
H 0.656 -4.213 2.830
H 1.290 -3.646 1.274
H -0.258 -3.026 1.873
H 2.388 -0.497 0.458
H 3.527 -2.193 4.036
H 4.160 -0.623 4.556
H 4.894 -1.466 3.178
H 4.412 0.305 1.464
H 3.974 1.264 2.893
H 2.823 1.109 1.570
*
```

Taken from the Löwdin analysis, the atomic charges in e are:
1. Ti 1.04
2. C -0.05
3. C -0.33
4. N -0.11
5. N 0.11
6. C -0.46
7. O -0.16
8. C -0.15
9. C -0.04
10. C -0.08
11. C -0.10
12. C -0.09
13. C -0.04
14. C -0.26
15. C -0.04
16. C -0.10
17. C -0.10
18. C -0.16
19. N -0.07
20. H 0.06
21. H 0.07
22. H 0.07
23. H 0.11
24. H 0.10
25. H 0.10
26. H 0.10
27. H 0.10
28. H 0.10
29. H 0.10
30. H 0.09
31. H 0.11
32. C -0.04
33. C -0.11
34. N 0.04
35. C -0.17
36. C -0.15
37. C 0.00
38. C -0.05
39. C -0.08
40. C -0.02
41. C -0.22
42. N -0.03
43. C -0.19
44. C -0.01
45. C -0.08
46. C -0.05
47. C -0.15
48. C 0.00
49. C -0.03
50. C -0.08
51. N 0.02
52. C -0.13
53. H 0.11
54. H 0.12
55. H 0.12
56. H 0.11
57. H 0.10
58. H 0.10
59. H 0.09
60. H 0.10
61. H 0.11
62. H 0.12
63. H 0.11
64. H 0.13
65. C -0.06
66. N -0.15
67. C -0.04
68. C -0.42
69. N 0.13
70. N -0.14
71. C -0.05
72. C -0.05
73. H 0.08
74. H 0.08
75. H 0.09
76. H 0.09
77. H 0.08
78. H 0.07
79. H 0.05
80. H 0.08
81. H 0.09
82. H 0.09
83. H 0.10
84. H 0.10
85. H 0.07


# C2H12N2O2

A cluster of 3 separate species, C2H12N2O2 in total (ωB97M-V/def2-TZVPD, OMol25).

SMILES: NCCN.O.O
Kohn-Sham gap in eV: 9.371
Energy relative to the best compared isomer or geometry (same formula, charge and spin) in eV: 1.319
E_HOMO in eV: -8.57

Geometry as ORCA input:
```
! RIJCOSX wB97M-V def2-TZVPD def2/J DEFGRID3
* xyz 0 1
C 0.455 -0.425 -1.312
C 1.325 -1.063 -0.249
N 0.611 -1.972 0.788
N 0.179 0.970 -1.196
H 1.153 -0.655 -2.162
H -0.516 -0.959 -1.406
H 2.090 -1.752 -0.661
H 1.905 -0.286 0.303
H 0.055 -2.636 0.242
H 0.183 -1.265 1.400
H 1.035 1.515 -1.134
H -0.471 1.203 -2.042
H -2.282 -0.789 1.817
H -1.794 0.672 1.654
O -1.438 -0.301 1.742
H -0.526 3.221 1.114
H -0.809 1.991 0.175
O -1.155 2.531 0.926
*
```

Taken from the natural (NBO) analysis, the atomic charges in e are:
1. C -0.25
2. C -0.24
3. N -0.87
4. N -0.87
5. H 0.16
6. H 0.20
7. H 0.19
8. H 0.19
9. H 0.35
10. H 0.40
11. H 0.37
12. H 0.38
13. H 0.47
14. H 0.51
15. O -0.97
16. H 0.47
17. H 0.50
18. O -1.00